A | The following is a quantum chemistry calculation of the molecule C11H18, from the Open Molecules 2025 dataset.

Geometry (Å):
C 0.1391 2.2141 -3.4233
C 0.4909 1.9198 -2.1543
C -0.5082 2.0298 -0.9723
C -0.0158 1.6045 0.4497
C 0.1467 0.0516 0.5172
C 1.1967 -0.5480 0.9251
C 1.2059 -2.0266 0.9570
C 0.5806 -2.6741 2.1968
C 0.3369 -4.2631 2.1384
C -1.4736 3.2150 -1.1552
C -2.0358 1.8504 -1.1982
H 0.7136 2.0422 -4.2211
H -0.8031 2.6042 -3.7762
H 1.5449 1.5904 -2.0106
H -0.7008 1.9210 1.2484
H 0.9936 2.0916 0.7104
H -0.6277 -0.6429 0.3210
H 2.1129 -0.0146 1.3524
H 2.2906 -2.1489 0.8558
H 0.7325 -2.4512 0.0471
H 1.1283 -2.5228 3.0781
H -0.4616 -2.3157 2.4196
H 1.2603 -4.8102 1.7802
H -0.4477 -4.5589 1.5052
H 0.1487 -4.6863 3.1583
H -1.4200 3.8130 -2.0974
H -1.5424 3.7446 -0.2418
H -2.4415 1.4726 -2.1343
H -2.5440 1.4985 -0.2757

Summary:
* structure (SMILES): C=CC1(C/C=C/CCC)CC1
* spin multiplicity: 1
* net charge: 0


B | The following is a quantum chemistry calculation of a 2-piece molecular cluster, C11H18 overall, from the Open Molecules 2025 dataset.

Geometry (Å):
C 0.5881 -1.0785 -2.1727
C -0.4339 -1.2267 -1.0900
C -0.7286 -2.3185 -0.3772
C -1.8518 -2.4645 0.5536
C -2.6563 -1.3161 0.5881
C -2.3331 -0.1083 -0.2101
C -1.1781 -0.0152 -0.9487
H 0.3353 -0.5346 -3.1087
H 0.9548 -2.1185 -2.5339
H 1.3260 -0.3625 -1.7698
H -0.0935 -3.2031 -0.5208
H -2.1366 -3.2885 1.0877
H -3.6093 -1.4167 1.0723
H -3.0139 0.7228 -0.2669
H -0.8686 0.6902 -1.5847
C 2.0187 2.5749 -0.3200
C 1.5001 1.4574 0.6683
C 2.7083 0.8526 1.3629
C 0.5994 2.1456 1.7126
H 2.6857 3.2894 0.2946
H 1.2443 3.1803 -0.7506
H 2.6385 2.1162 -1.1428
H 0.9715 0.6993 0.0815
H 2.6637 1.1538 2.4827
H 2.6445 -0.2280 1.0905
H 3.5928 1.2701 1.0168
H 0.4609 1.4868 2.6004
H 1.1481 3.0749 2.1749
H -0.3408 2.4520 1.1764

Summary:
* structure (SMILES): Cc1ccccc1.CC(C)C
* spin multiplicity: 1
* net charge: 0


Most stable one: B, least stable one: A.


A | The following is a quantum chemistry calculation of the molecule C7H17NO, from the Open Molecules 2025 dataset.

Geometry (Å):
C 2.5494 -1.1711 -1.0381
C 1.0841 -1.1473 -0.5942
C 0.5766 0.2359 -0.1151
N 1.4025 0.6984 0.9881
O 0.8494 1.1532 -1.1536
C -0.9742 0.2895 0.2192
C -1.5274 1.7259 0.0428
C -1.2800 -0.1568 1.6677
C -1.7984 -0.6236 -0.7165
H 2.7137 -0.5087 -1.8950
H 2.8277 -2.1829 -1.3506
H 3.2257 -0.8701 -0.2336
H 0.5151 -1.4597 -1.4781
H 0.9285 -1.9051 0.1819
H 1.3944 -0.0071 1.7246
H 0.9758 1.5275 1.3978
H 1.7245 1.5000 -0.8997
H -0.9724 2.4521 0.6448
H -1.4763 2.0452 -1.0052
H -2.5810 1.7845 0.3397
H -2.3616 -0.2082 1.8431
H -0.8607 -1.1443 1.8832
H -0.8816 0.5536 2.4013
H -2.8743 -0.4985 -0.5455
H -1.6035 -0.4004 -1.7704
H -1.5763 -1.6822 -0.5385

Summary:
* structure (SMILES): CC[C@@](N)(O)C(C)(C)C
* spin multiplicity: 1
* net charge: 0


B | The following is a quantum chemistry calculation of a 2-piece molecular cluster, C7H17NO overall, from the Open Molecules 2025 dataset.

Geometry (Å):
C -1.3737 -0.6574 -0.7556
C -0.3302 1.1960 -0.7369
C -0.3344 -0.0791 -1.6189
C -2.7939 -0.6406 -1.2224
C 0.8661 2.0527 -1.1055
N -1.0724 -1.4652 0.2508
H -1.2365 1.7877 -0.9206
H -0.1117 -1.4542 0.6355
H -1.7939 -1.7060 0.9159
H -0.6722 0.0339 -2.6663
H 0.6156 -0.6108 -1.5444
H -3.0627 0.3917 -1.4528
H -2.8837 -1.2112 -2.1479
H -3.4943 -1.0282 -0.4840
H 0.8847 2.9614 -0.4977
H 0.8746 2.3802 -2.1639
H 1.8196 1.5315 -0.9527
C 2.3597 -0.8239 1.0695
C 0.7405 -0.0104 2.5924
O 1.2090 -1.1408 1.8490
H 2.6181 -1.7199 0.5053
H 3.1989 -0.5477 1.7185
H 2.1211 -0.0135 0.3741
H -0.0908 -0.3601 3.2052
H 0.4096 0.7739 1.9000
H 1.5329 0.3599 3.2535

Summary:
* spin multiplicity: 1
* net charge: 0


Most stable one: A, least stable one: B.


A | The following is a quantum chemistry calculation of a 2-piece molecular cluster, C7H17NO overall, from the Open Molecules 2025 dataset.

Geometry (Å):
C 0.0946 0.4233 2.4635
C -0.8914 -0.4016 1.6041
N -0.4924 -1.0278 0.3714
C 0.5230 -2.0588 0.4263
C -1.1990 -0.9627 -0.8384
C -2.4593 -0.2619 -0.8190
O -0.6029 -1.3391 -1.8447
H 1.2146 0.3771 2.0988
H 0.3748 0.0766 3.5022
H -0.2727 1.4490 2.4556
H -1.4710 -1.0536 2.2589
H -1.5943 0.4364 1.2993
H 0.3662 -3.0229 -0.2169
H 1.5325 -1.8097 -0.1409
H 0.7291 -2.5391 1.3777
H -2.4030 0.8187 -0.7862
H -3.0048 -0.5336 -1.7420
H -3.0978 -0.6113 -0.0147
C 2.0009 1.1244 -1.9887
C 1.2596 1.9040 -0.8751
H 1.3890 0.3138 -2.2988
H 2.2580 1.7177 -2.8671
H 2.8836 0.6722 -1.5370
H 0.7900 1.1846 -0.1663
H 0.3284 2.3557 -1.2749
H 1.7445 2.7684 -0.4472

Summary:
* structure (SMILES): CCN(C)C(C)=O.CC
* spin multiplicity: 1
* net charge: 0


B | The following is a quantum chemistry calculation of a 2-piece molecular cluster, C7H17NO overall, from the Open Molecules 2025 dataset.

Geometry (Å):
C 1.7634 0.8331 1.6838
C 0.9297 1.1443 0.3975
N -0.5384 1.5520 0.4614
C -0.6839 3.0787 0.7313
C -1.6302 0.6036 0.9036
C -1.6763 -0.8255 0.8811
O -2.7246 1.0323 1.3536
H 1.5263 1.5592 2.6635
H 2.9031 1.2012 1.8109
H 1.5807 -0.3650 1.6421
H 1.3810 1.9289 -0.1526
H 1.1803 0.3100 -0.3997
H -0.3360 3.5272 -0.2147
H -1.6522 3.2384 1.2150
H 0.3270 3.2277 1.4621
H -0.6146 -1.1449 0.5027
H -1.9256 -1.1542 1.8974
H -2.4214 -1.0428 0.0875
C 0.4070 -1.5572 -1.9624
C 0.1949 -3.0861 -2.2377
H 1.1412 -1.3448 -1.0856
H 0.9402 -1.1953 -2.8571
H -0.3854 -0.9916 -1.6167
H 0.4381 -3.3030 -3.3739
H -0.9355 -3.3884 -1.9804
H 0.8110 -3.8378 -1.8127

Summary:
* structure (SMILES): CCN(C)C(C)=O.CC
* spin multiplicity: 1
* net charge: 0


Most stable one: A, least stable one: B.